Entry 1:
Here is a 11-piece molecular cluster, C36H77F4N4O27P2 overall in a non-equilibrium geometry from the OMol25 dataset. Energies are from the ωB97M-V functional and the def2-TZVPD basis.

Structure (ORCA input):
```
! wB97M-V def2-TZVPD RIJCOSX def2/J DEFGRID3
* xyz -1 1
C -10.179 -32.415 -11.928
N -8.985 -32.444 -12.976
C -9.337 -31.713 -14.305
C -7.762 -31.750 -12.429
C -8.503 -33.971 -13.170
C -9.458 -34.793 -14.043
O -10.864 -34.365 -14.065
H -9.811 -33.112 -11.174
H -11.063 -32.715 -12.490
H -10.290 -31.424 -11.490
H -9.469 -30.662 -14.049
H -10.299 -32.090 -14.651
H -8.594 -31.914 -15.077
H -7.157 -31.446 -13.283
H -7.270 -32.426 -11.729
H -8.029 -30.861 -11.857
H -8.389 -34.376 -12.164
H -7.499 -33.885 -13.586
H -9.413 -35.830 -13.709
H -9.184 -34.820 -15.097
H -11.437 -35.047 -14.422
C -12.810 -37.053 -15.584
O -11.886 -37.043 -16.416
O -13.409 -38.220 -15.429
O -13.031 -36.108 -14.902
C -7.633 -39.556 -13.366
C -7.737 -38.777 -12.065
C -6.492 -38.756 -11.205
O -6.241 -40.016 -10.808
C -5.107 -40.206 -10.080
N -8.118 -37.504 -12.452
H -8.536 -39.671 -13.966
H -7.296 -40.580 -13.208
H -6.796 -39.075 -13.871
H -8.627 -39.180 -11.581
H -6.847 -38.152 -10.369
H -5.692 -38.320 -11.802
H -4.419 -40.616 -10.819
H -5.292 -40.917 -9.275
H -4.566 -39.345 -9.687
H -8.611 -37.135 -11.651
H -8.792 -37.461 -13.203
C -5.592 -34.859 -11.310
C -4.213 -34.255 -11.263
C -3.073 -35.201 -11.673
O -3.086 -36.338 -10.845
C -2.459 -37.463 -11.445
N -4.160 -33.060 -12.033
H -5.825 -35.705 -10.662
H -5.736 -35.220 -12.329
H -6.266 -34.082 -10.951
H -4.073 -33.921 -10.234
H -2.026 -34.982 -11.881
H -3.310 -35.612 -12.655
H -1.444 -37.238 -11.772
H -3.000 -37.987 -12.233
H -2.278 -38.258 -10.722
H -4.360 -33.049 -13.023
H -4.488 -32.219 -11.580
C -12.472 -28.501 -10.331
C -10.992 -29.053 -10.255
C -9.849 -27.890 -10.145
O -9.652 -27.354 -11.460
C -8.589 -26.430 -11.537
N -10.882 -30.071 -9.211
H -13.090 -29.385 -10.176
H -12.757 -28.096 -11.302
H -12.636 -27.701 -9.608
H -10.924 -29.645 -11.167
H -8.927 -28.282 -9.717
H -10.268 -27.194 -9.418
H -8.735 -25.740 -12.368
H -7.671 -26.998 -11.689
H -8.528 -25.755 -10.683
H -11.645 -30.732 -9.249
H -10.894 -29.726 -8.261
C -5.319 -26.448 -13.788
O -5.354 -27.169 -15.037
P -6.429 -28.344 -15.431
O -6.968 -29.076 -14.234
O -7.660 -27.653 -16.355
C -8.553 -28.566 -16.918
O -5.604 -29.359 -16.453
C -6.016 -30.635 -16.889
H -4.295 -26.373 -13.424
H -5.992 -26.831 -13.021
H -5.565 -25.417 -14.042
H -9.512 -28.282 -16.484
H -8.395 -29.603 -16.623
H -8.579 -28.461 -18.002
H -6.427 -30.837 -17.878
H -6.614 -31.195 -16.170
H -5.109 -31.204 -17.091
C -2.350 -33.246 -15.870
O -3.272 -34.286 -16.217
P -4.953 -34.152 -16.157
O -5.392 -33.494 -14.874
O -5.323 -33.422 -17.569
C -6.091 -34.050 -18.566
O -5.513 -35.635 -16.324
C -5.017 -36.570 -15.449
H -2.343 -33.330 -14.783
H -2.712 -32.244 -16.104
H -1.359 -33.335 -16.314
H -5.658 -35.043 -18.688
H -5.981 -33.688 -19.588
H -7.161 -34.150 -18.380
H -4.126 -36.302 -14.882
H -4.898 -37.494 -16.015
H -5.840 -36.783 -14.766
C -12.549 -36.568 -11.512
C -13.633 -37.607 -11.959
O -14.824 -37.128 -11.248
C -14.491 -36.383 -10.249
O -15.096 -35.924 -9.380
O -13.090 -36.283 -10.226
F -13.463 -38.843 -11.454
H -12.533 -35.595 -12.002
H -11.560 -37.025 -11.528
H -13.732 -37.713 -13.039
C -7.973 -38.758 -16.739
C -8.690 -37.676 -17.577
O -7.823 -37.611 -18.733
C -6.665 -38.278 -18.412
O -5.727 -38.440 -19.144
O -6.654 -38.617 -17.160
F -8.604 -36.510 -16.953
H -8.287 -39.753 -17.055
H -8.235 -38.565 -15.699
H -9.721 -37.880 -17.866
C -12.898 -34.194 -7.423
C -12.990 -33.117 -8.594
O -11.877 -33.460 -9.401
C -11.159 -34.530 -8.977
O -10.245 -35.095 -9.502
O -11.638 -34.787 -7.740
F -12.795 -31.856 -8.208
H -13.806 -34.785 -7.302
H -12.856 -33.700 -6.452
H -13.983 -33.198 -9.035
C -13.513 -32.840 -14.535
C -14.307 -33.642 -13.383
O -15.617 -33.055 -13.351
C -15.585 -31.871 -14.013
O -16.532 -31.074 -13.959
O -14.474 -31.795 -14.879
F -13.582 -33.508 -12.196
H -13.445 -33.414 -15.459
H -12.557 -32.488 -14.149
H -14.477 -34.696 -13.603
*
```

As for the lowest unoccupied orbital energy: 1.52 eV. For the total energy, the calculation gives -4750.54744 Ha. For the gap between HOMO and LUMO, the calculation gives 3.297 eV.

Entry 2:
Here is a 2-piece molecular cluster, C2H3BrF2S overall in a non-equilibrium geometry from the OMol25 dataset. Energies are from the ωB97M-V functional and the def2-TZVPD basis.

Structure (ORCA input):
```
! wB97M-V def2-TZVPD RIJCOSX def2/J DEFGRID3
* xyz 0 1
C -0.145 -0.403 -0.330
C -2.215 -0.838 -0.171
F -2.597 -1.381 -1.310
F -2.462 -1.595 0.846
S -0.044 1.383 -0.552
Br -3.187 0.801 0.161
H 0.311 -0.737 0.521
H 0.096 -0.722 -1.307
H 0.283 2.070 0.632
*
```

The value obtained for the energy above the lowest of the compared OMol25 structures with the same formula, charge and spin is 39.2 kcal/mol. As for the lowest unoccupied orbital energy: 0.61 eV. For the total energy, the calculation gives -3249.84885 Ha. For the gap between HOMO and LUMO, the calculation gives 9.626 eV.

Entry 3:
Here is a 2-piece molecular cluster, C22H16Cl2FN2O overall in a non-equilibrium geometry from the OMol25 dataset. Energies are from the ωB97M-V functional and the def2-TZVPD basis.

Structure (ORCA input):
```
! wB97M-V def2-TZVPD RIJCOSX def2/J DEFGRID3
* xyz 1 1
Cl -1.476 0.682 -3.555
C 0.087 0.683 -4.268
N 1.095 0.543 -3.417
F -0.018 1.714 1.315
C 2.307 0.927 -3.785
Cl 3.408 1.106 -2.487
C 2.632 1.199 -5.129
C 1.605 1.088 -6.082
C 0.289 0.866 -5.646
H 3.667 1.426 -5.366
H 1.825 1.151 -7.149
H -0.579 0.786 -6.298
C 5.368 0.742 1.473
C 4.901 -0.357 0.741
C 3.559 -0.725 0.788
C 2.635 0.032 1.532
C 1.197 -0.404 1.612
C 0.110 0.588 2.137
N -1.282 -0.028 2.209
C -1.736 -1.010 1.416
C -3.106 -1.285 1.296
C -4.060 -0.482 2.014
C -5.435 -0.812 1.894
C -5.861 -1.901 1.126
C -4.923 -2.662 0.382
C -3.571 -2.327 0.452
C -3.533 0.587 2.774
C -2.179 0.738 2.913
O 0.921 -1.564 1.318
C 3.107 1.109 2.293
C 4.468 1.437 2.279
H 6.414 1.044 1.407
H 5.595 -0.944 0.145
H 3.192 -1.598 0.246
H 0.293 0.990 3.168
H -1.019 -1.519 0.782
H -6.173 -0.165 2.390
H -6.929 -2.137 1.049
H -5.278 -3.477 -0.265
H -2.838 -2.871 -0.152
H -4.198 1.308 3.251
H -1.699 1.589 3.388
H 2.409 1.684 2.900
H 4.808 2.250 2.911
*
```

The value obtained for the energy above the lowest of the compared OMol25 structures with the same formula, charge and spin is 0.0 kcal/mol. As for the lowest unoccupied orbital energy: -4.30 eV. For the total energy, the calculation gives -2052.70662 Ha. For the gap between HOMO and LUMO, the calculation gives 6.971 eV.

Entry 4:
Here is a 2-piece molecular cluster, C6H15NO overall in a non-equilibrium geometry from the OMol25 dataset. Energies are from the ωB97M-V functional and the def2-TZVPD basis.

Structure (ORCA input):
```
! wB97M-V def2-TZVPD RIJCOSX def2/J DEFGRID3
* xyz 0 1
C 0.589 -2.154 1.001
C -0.569 -1.945 0.364
C -1.547 -0.833 0.527
C -1.292 0.374 -0.343
C -0.880 1.610 0.442
N 0.428 2.228 0.185
C 1.431 1.775 1.199
H 1.303 -3.032 0.927
H 1.155 -1.286 1.586
H -0.879 -2.756 -0.206
H -2.536 -1.238 0.241
H -1.612 -0.745 1.610
H -0.436 0.176 -0.923
H -1.980 0.742 -1.192
H -1.086 1.603 1.643
H -1.539 2.458 0.151
H 0.731 2.045 -0.706
H 1.408 0.707 1.445
H 2.380 2.135 0.893
H 1.467 2.212 2.174
O 1.240 -1.204 -2.890
H 1.689 -0.311 -2.705
H 0.629 -1.636 -2.257
*
```

The value obtained for the energy above the lowest of the compared OMol25 structures with the same formula, charge and spin is 96.7 kcal/mol. As for the lowest unoccupied orbital energy: 0.79 eV. As for the SMILES: C=CCCCNC.O. For the total energy, the calculation gives -367.47716 Ha. For the gap between HOMO and LUMO, the calculation gives 9.549 eV.

Among the records above, which one has the lowest gap between HOMO and LUMO? C36H77F4N4O27P2

Number 2 is which compound? C2H3BrF2S

Among the records above, which one has the lowest lowest unoccupied orbital energy? C22H16Cl2FN2O